(1)
A molecular structure, C39H41BCrN9O5S3, computed with the ωB97M-V functional and the def2-TZVPD basis.

Geometry as XYZ:
```
99
Properties=species:S:1:pos:R:3:forces:R:3:mulliken_spin:R:1
H -1.000 3.755 -2.570 0.011 -0.066 -0.051 -0.0016
C 2.292 1.326 -4.546 0.038 -0.021 -0.044 0.0006
N 3.136 -0.494 4.318 -0.147 0.090 0.217 0.0002
C 1.010 2.338 2.956 0.068 -0.033 0.144 -0.0222
C 4.023 4.540 3.629 0.110 0.138 0.028 0.0001
C 2.417 3.714 -4.673 0.060 0.111 -0.043 0.0003
C 5.024 3.843 2.975 0.071 0.047 0.117 0.0006
C 2.913 2.470 -5.020 0.102 0.037 -0.031 0.0005
H 3.195 1.230 1.853 -0.001 -0.198 -0.063 0.0122
C 2.559 -2.679 2.568 0.330 0.185 0.167 0.0208
S -3.592 -2.737 -1.053 -0.214 -0.033 0.391 0.0315
C -2.866 0.302 1.178 -0.067 0.334 0.055 0.0767
H -1.513 -2.498 -2.989 0.164 -0.192 0.016 -0.0017
C -4.579 0.720 -2.917 0.005 -0.066 -0.107 -0.0012
C -3.848 0.564 2.122 0.111 -0.043 0.067 0.0109
N -1.665 -3.576 2.596 -0.516 -0.308 0.453 0.0153
C 3.438 2.148 2.365 -0.010 0.039 -0.007 -0.0095
H -4.254 1.524 -6.037 0.060 0.043 -0.062 0.0001
N 0.538 2.365 1.595 -0.141 -0.325 -0.458 0.1286
C -4.004 -1.883 -3.667 -0.080 -0.129 -0.083 0.0008
H -2.598 0.892 0.319 0.006 -0.186 -0.051 -0.0111
H 0.355 2.971 3.567 0.041 -0.108 0.024 0.0018
H 0.458 4.580 -0.943 -0.004 -0.085 0.052 0.0005
H 4.242 5.476 4.122 0.045 0.082 0.015 -0.0001
N -2.760 -1.296 2.603 -0.423 -0.127 0.367 0.0435
N -2.224 -0.828 1.480 -0.161 0.555 -0.195 -0.1915
H -4.245 0.019 -0.907 -0.068 0.096 0.153 -0.0030
O 0.537 -2.590 -0.837 0.348 0.562 1.461 0.0243
H -4.288 -0.698 3.909 -0.050 -0.140 0.169 0.0011
S 0.758 -0.291 1.522 0.023 -0.255 -0.218 0.0727
H -5.283 2.322 -4.845 -0.050 0.124 -0.034 0.0000
N -0.890 -3.404 1.531 0.464 -0.133 -0.316 -0.1386
H 2.675 0.352 -4.808 0.020 -0.102 -0.025 0.0000
C -0.529 2.771 -2.464 -0.072 -0.001 -0.201 -0.0304
H 0.140 -4.713 0.259 0.039 0.060 -0.111 -0.0020
C -1.776 -4.880 2.866 0.115 -0.014 -0.133 0.0127
Cr -0.840 -1.779 0.338 0.861 0.611 -0.771 3.1399
H 3.298 0.205 5.022 0.055 -0.053 -0.013 0.0004
H -4.353 -1.211 -5.671 0.006 -0.074 -0.091 0.0001
C 4.815 -2.484 1.818 -0.148 -0.001 0.172 -0.0005
C -0.503 -4.606 1.109 0.020 -0.342 0.109 0.0621
H 2.898 4.614 -5.036 0.007 0.008 -0.019 -0.0002
C 2.428 2.843 3.021 0.005 0.171 0.074 0.0127
N -0.189 2.610 -1.066 0.089 -0.289 0.363 0.0982
C 0.346 1.238 0.838 0.316 -0.069 0.803 0.2053
C 1.175 1.425 -3.736 0.008 -0.036 -0.013 -0.0111
C -4.263 -0.224 -1.955 -0.078 0.026 0.085 0.0172
H -1.729 -4.172 -2.417 0.309 0.117 -0.067 -0.0020
H -1.256 1.996 -2.713 -0.028 0.189 -0.024 0.0095
H 2.268 -0.489 3.809 -0.092 0.094 -0.079 0.0021
O 5.296 -1.160 4.354 0.217 0.057 -0.056 0.0000
C -4.628 0.371 -4.261 -0.046 -0.016 0.013 0.0003
S -0.800 0.028 -1.324 0.085 -0.044 0.429 0.1380
H -5.922 1.010 -5.845 -0.056 0.041 -0.023 0.0001
C 4.180 -1.231 3.871 -0.172 0.006 0.143 -0.0040
C 1.302 3.811 -3.857 -0.063 0.028 0.044 0.0020
H 1.774 -2.536 3.303 -0.032 0.093 0.090 -0.0089
C -3.740 -0.489 3.012 -0.052 0.109 -0.156 0.0141
H 0.941 1.302 3.293 -0.090 0.241 0.129 0.0069
H -4.807 1.735 -2.623 -0.039 0.103 0.051 -0.0001
O -4.070 -4.015 -1.535 0.222 0.296 -0.303 -0.0038
H 6.031 4.235 2.956 0.083 0.008 0.006 0.0001
C 0.316 3.662 1.016 -0.057 0.399 -0.350 -0.0032
O -4.152 -2.260 0.188 -0.011 0.033 -0.358 0.0016
H 1.722 3.378 -0.578 -0.078 0.045 -0.113 -0.0055
C -1.348 -3.182 -2.136 0.762 -0.282 -0.628 0.0241
H 0.688 0.535 -3.370 0.004 -0.106 0.012 0.0111
C 3.143 -3.674 0.612 0.292 -0.097 -0.075 0.0036
C 2.731 4.044 3.646 -0.074 -0.126 0.034 0.0017
H 5.823 -2.123 1.967 0.059 0.023 0.003 0.0003
H 1.947 4.601 4.142 -0.089 0.025 0.072 -0.0002
H -3.793 -2.907 -3.939 -0.025 -0.067 -0.055 0.0000
C -4.324 -0.936 -4.626 0.041 0.033 0.072 0.0019
H 2.802 -4.227 -0.253 0.017 -0.037 -0.132 -0.0009
C 4.470 -3.282 0.744 -0.062 0.106 -0.022 -0.0004
C -5.045 1.367 -5.305 0.073 -0.030 0.009 -0.0003
H 0.961 4.385 1.522 -0.027 -0.011 -0.035 -0.0039
C -1.037 -5.587 1.934 -0.011 0.095 -0.013 0.0018
C 3.833 -2.134 2.742 0.084 -0.351 -0.264 -0.0006
H -2.975 -2.814 4.223 -0.257 -0.110 0.226 0.0006
C 0.652 3.614 -0.470 0.073 0.201 0.483 0.0204
O 0.922 -3.787 -2.664 0.042 0.001 0.054 0.0081
H 0.920 4.791 -3.598 -0.073 0.062 0.048 0.0000
N 2.227 -3.413 1.526 -0.269 -0.224 0.005 0.0082
H -0.731 3.973 1.145 0.079 0.016 0.016 0.0036
H 5.510 2.084 1.855 0.065 -0.052 -0.069 -0.0002
C 0.178 -3.212 -1.879 -0.893 -0.696 -1.334 0.0193
C -3.996 -1.525 -2.330 0.103 -0.485 0.400 -0.0004
C -0.142 1.361 -0.473 -0.482 0.013 -0.857 0.2420
C 0.669 2.670 -3.379 -0.018 0.107 -0.078 0.0117
H 3.783 2.395 -5.658 0.065 -0.027 -0.038 0.0002
H -0.911 -6.650 1.865 0.011 -0.088 -0.032 0.0010
H -2.357 -5.229 3.696 -0.129 0.071 0.176 0.0008
H -4.531 1.391 2.152 -0.082 0.074 -0.002 0.0003
B -2.144 -2.413 3.470 0.353 0.157 0.138 -0.0038
C 4.730 2.640 2.352 0.033 -0.038 -0.080 -0.0020
H 5.204 -3.584 0.012 0.038 0.037 -0.107 0.0001
N -1.998 -2.703 -0.955 -1.355 0.104 0.227 -0.0618
H -1.195 -1.935 4.048 0.184 0.018 0.107 -0.0002
```
Positions in Å, forces in eV/Å.

Its spin multiplicity is 5. Its LUMO energy (spin up / spin down) is 0.077 / 0.055 hartree. The expectation value of S² is 6.0322. The calculation puts the HOMO-LUMO gap (spin up / spin down) at 6.40 / 7.29 eV. The energy is -4643.92438 Ha. The HOMO energy (spin up / spin down) comes out at -0.158 / -0.213 hartree. Its total charge is -1.

=====

(2)
A molecular structure, C39H41BeNO2P2, computed with the ωB97M-V functional and the def2-TZVPD basis.

Geometry as XYZ:
```
86
Properties=species:S:1:pos:R:3:forces:R:3:mulliken_charge:R:1
C -7.264 7.121 3.510 0.345 0.225 -0.228 -0.5187
C -6.329 2.109 -4.131 -0.038 -0.098 -0.065 -0.5943
C -5.111 4.089 -4.813 -0.209 -0.276 0.302 -0.7458
C 0.380 4.196 -1.452 -0.062 0.126 0.373 -0.1734
H -1.344 3.081 -2.215 0.748 0.157 -0.515 0.4841
C -0.076 -1.992 -0.722 0.427 -0.199 -1.050 0.1984
H -1.645 6.702 3.862 -0.107 -0.155 -0.233 0.3777
H -0.389 4.538 -0.742 0.343 0.306 -0.093 0.0790
H 3.365 0.879 -0.988 -0.379 -0.123 0.239 0.3402
C -1.511 5.078 2.439 -0.217 -0.069 0.128 -0.4255
C -2.172 6.113 3.110 0.066 -0.182 -0.172 -0.7433
H -5.707 9.007 1.123 -0.074 -0.061 0.318 0.2616
H -6.222 7.120 -2.264 0.289 -0.140 0.316 0.8249
H -3.451 -0.703 -1.068 0.061 0.049 -0.092 0.1767
C -4.173 5.663 1.834 0.103 0.165 -0.075 0.5347
H -7.480 2.282 -2.307 0.165 0.119 -0.189 0.3739
H -7.527 6.084 3.734 0.119 0.312 -0.047 0.3631
H 0.510 4.988 -2.207 -0.312 -0.144 0.077 0.3537
P -7.221 4.986 -1.360 -1.248 0.128 -0.519 0.0419
H -6.615 1.066 -4.300 0.152 0.372 0.061 0.4022
H -11.113 8.138 -1.320 0.120 -0.135 -0.094 0.3812
C 2.272 1.029 -0.886 -0.059 -0.282 -0.429 0.2165
H -5.278 5.799 -3.519 -0.105 -0.288 -0.104 0.2924
H -4.818 7.654 -0.206 -0.425 0.003 -0.168 0.7846
Be -2.790 -0.116 0.959 0.290 -0.957 -0.130 -0.1636
C -10.581 7.392 -1.907 0.321 -0.422 -0.224 -0.6279
C -6.481 7.406 2.370 -0.063 -0.009 -0.010 0.3962
C -5.575 6.862 -0.222 -0.409 -0.384 -1.391 -0.6817
C 0.237 -2.035 1.661 0.092 -0.231 0.388 -0.4616
C -8.772 5.770 -2.118 0.169 -0.282 -0.243 0.2403
C 1.689 3.120 0.435 0.287 -0.608 0.420 -0.1652
H 1.912 5.083 -0.246 0.078 -0.281 -0.429 0.3589
H -4.447 4.603 -5.505 -0.084 -0.157 0.109 0.4086
C -7.692 8.151 4.350 0.116 0.185 -0.114 -0.5063
H 1.971 0.631 -2.928 0.124 0.174 0.123 0.4170
H -10.663 5.872 -4.965 0.064 0.103 0.374 0.3571
C -6.659 9.779 2.890 -0.070 -0.227 -0.004 -0.5814
C -11.007 7.088 -3.209 0.022 0.090 0.246 -0.4145
C -9.234 5.441 -3.405 -0.190 0.477 0.313 -0.3346
C 1.789 1.497 -2.276 0.000 -0.380 -0.542 -1.1279
O 0.029 -2.220 -1.916 -0.185 0.468 1.601 -0.6158
H -9.132 6.982 -0.355 -0.072 -0.061 -0.265 0.3883
H -7.682 10.285 4.728 0.047 -0.231 -0.209 0.3633
C -0.242 2.995 -2.115 -0.492 -0.763 0.384 -0.5627
C -5.486 2.758 -5.036 0.063 0.304 0.072 -0.4739
H 2.562 3.880 -1.401 -0.372 0.136 0.374 0.4171
C 1.734 4.094 -0.705 -0.444 0.102 -0.073 -0.9112
H -8.281 7.920 5.240 0.169 0.044 -0.259 0.3650
C 1.972 1.815 0.359 0.085 0.520 -0.188 -0.6889
H 0.981 -1.348 2.068 -0.213 0.131 0.266 0.1954
H -1.725 3.415 1.057 0.034 0.409 -0.028 0.6707
C -6.485 4.142 -2.815 0.059 -0.287 -0.022 0.5447
H -4.392 0.599 -0.323 -0.623 -0.094 -0.425 -0.2371
H -11.870 7.608 -3.635 0.334 -0.189 0.152 0.3433
C -5.594 4.771 -3.690 -0.058 -0.361 -0.414 0.0169
P -5.914 5.965 1.319 -0.145 0.268 0.671 0.0778
H -4.014 4.089 0.347 0.019 -0.021 0.278 0.4268
H -4.681 -1.120 0.138 -0.095 0.250 0.011 0.2136
C -3.513 6.392 2.828 0.213 -0.248 -0.163 -0.2943
H -4.037 7.189 3.361 0.177 -0.248 -0.159 0.3364
H 2.076 1.209 1.261 -0.362 0.278 0.049 0.4185
C -10.337 6.118 -3.950 0.226 -0.286 0.098 -0.5592
C -2.200 4.292 1.506 -0.091 0.242 -0.028 -0.6408
H -0.167 1.259 -3.249 -0.670 -0.706 0.536 0.4136
N -1.024 -1.128 -0.130 0.244 -0.216 0.421 -0.0768
H 1.812 0.038 -0.751 0.300 0.093 0.108 -0.2995
C 0.310 1.827 -2.470 1.231 1.635 -0.259 -0.4217
C -6.821 2.785 -3.018 0.177 0.622 -0.176 -0.4878
H -0.011 -2.769 2.426 -0.136 0.150 0.087 0.3365
H -8.728 4.673 -3.988 -0.085 0.222 0.093 0.3012
O -1.876 -0.740 1.945 1.342 0.184 0.205 -0.5105
H 1.842 -2.448 0.255 -0.183 0.122 -0.246 0.2579
H -5.110 2.232 -5.915 -0.125 0.123 0.281 0.3905
H 0.676 -3.733 0.326 -0.192 0.172 0.041 0.3305
C -7.371 9.484 4.056 0.074 -0.346 -0.193 -0.4735
C 0.775 -2.644 0.386 0.222 -0.268 -0.500 -0.3990
H -6.432 10.816 2.635 -0.078 -0.291 0.074 0.3739
H 1.439 3.559 1.409 0.165 -0.269 -0.235 0.3439
C -3.509 4.623 1.154 0.136 0.279 0.523 -0.7216
C -6.243 6.510 -1.354 0.775 0.670 1.214 -0.9042
C -0.945 -1.257 1.166 -0.020 -0.138 -0.413 0.7989
H 2.453 2.275 -2.674 -0.319 0.000 0.145 0.4466
C -6.233 8.749 2.042 -0.102 -0.001 0.441 0.0566
C -3.934 -0.376 -0.153 -0.990 0.684 -0.214 0.0008
H -0.458 4.870 2.643 -0.357 0.019 0.062 0.3153
C -9.468 6.733 -1.365 -0.130 0.000 -0.347 -0.2652
```
Positions in Å, forces in eV/Å.

Its LUMO energy is 0.010 hartree. The calculation puts the HOMO-LUMO gap at 8.00 eV. The energy is -2413.36928 Ha. The HOMO energy comes out at -0.284 hartree.